Version P
H24O12 | ωB97M-V/def2-TZVPD

Cartesian coordinates (Å):
O (-0.63724, -1.73663, 3.19943)
O (0.34413, 2.03032, -4.29614)
O (3.34413, -1.60267, -0.30949)
O (0.94510, 2.19374, 0.88760)
O (-1.14085, 3.72917, 2.07958)
O (0.52531, -1.26299, -3.36056)
O (2.52003, 1.35823, -1.41276)
O (-1.31479, -0.07533, -0.50459)
O (-3.26262, -0.46033, 0.75394)
O (-2.28313, 2.46421, 2.75972)
O (0.60148, -0.73792, 0.51316)
O (-0.18862, -4.44489, -0.11463)
H (-1.70752, -0.83256, -0.97711)
H (3.82307, -2.33144, -0.69059)
H (-2.71039, 1.87003, 2.08762)
H (-2.83686, -1.02542, 1.45944)
H (-0.77496, -5.17370, 0.32411)
H (0.61788, -1.56640, 0.07904)
H (-1.93109, 0.62563, -0.66772)
H (-0.06749, 2.87565, -4.48848)
H (-3.45271, 0.33440, 1.29938)
H (-0.85365, 4.48028, 2.64920)
H (3.14480, 1.64671, -2.10158)
H (2.92622, 0.93085, -0.72862)
H (0.52586, 2.21189, 1.76415)
H (2.85473, -1.97340, 0.40058)
H (-1.69267, 1.84921, 3.22999)
H (0.53773, -1.66057, -4.26239)
H (-0.82913, 3.84796, 1.25351)
H (0.21462, -5.02798, -0.74548)
H (1.67506, 1.47689, 0.99465)
H (1.04093, 2.21449, -3.67296)
H (0.00379, -1.89805, -2.88029)
H (0.23516, -1.67321, 2.80384)
H (0.85421, -0.06698, -0.15093)
H (-1.05051, -2.58916, 2.82538)

For the lowest unoccupied orbital energy, the calculation gives -0.08 eV. The multiplicity is 1. As for the HOMO energy: -8.43 eV. As for the net charge: 0. The calculation puts the gap between HOMO and LUMO at 8.4 eV.

---

Version Q
H24O12 | ωB97M-V/def2-TZVPD

Cartesian coordinates (Å):
O (-0.50394, -2.86244, 1.89219)
O (2.11206, -1.25244, -1.81181)
O (1.12906, 1.64856, -1.87181)
O (0.44006, 2.17456, 2.16019)
O (-1.34994, -0.19644, -2.69781)
O (0.23006, -0.52344, -0.03081)
O (-2.82094, -1.51344, -0.22181)
O (-0.35994, 3.55756, 0.06519)
O (0.31606, -0.48044, 2.57219)
O (-1.74394, 1.24756, -0.13281)
O (2.46906, 1.39456, 0.30319)
O (-0.75094, -3.02144, -0.97181)
H (3.17306, 1.87356, 0.68719)
H (-0.12394, -2.03044, 2.21519)
H (-1.11194, 0.71956, -2.87981)
H (-0.64094, -0.73544, -3.06981)
H (0.26206, 3.47556, 0.81619)
H (1.42506, -0.94744, -1.20881)
H (-2.28494, 1.44656, -0.87781)
H (1.29406, 1.97356, 1.82519)
H (1.56706, 1.66956, -1.00881)
H (-0.09294, -1.37644, -0.34181)
H (-0.13994, -3.15444, -0.21781)
H (-1.49894, -2.48144, -0.70281)
H (-0.08994, -3.57644, 2.44719)
H (1.22306, -0.45144, 2.84519)
H (0.44106, -0.49644, 1.62319)
H (-0.84394, 2.70156, 0.07219)
H (1.81206, 1.43056, -2.52781)
H (-2.34194, 1.36056, 0.62819)
H (-0.54294, 0.12056, -0.06081)
H (0.16806, 1.33656, 2.42819)
H (-2.94294, -0.59344, 0.05919)
H (2.68306, 0.47956, 0.23519)
H (-3.49194, -1.68944, -0.91581)
H (2.93206, -1.22744, -1.32481)

For the lowest unoccupied orbital energy, the calculation gives -0.29 eV. The multiplicity is 1. As for the HOMO energy: -9.89 eV. As for the net charge: 0. The calculation puts the gap between HOMO and LUMO at 9.6 eV.

---

Version R
H24O12 | ωB97M-V/def2-TZVPD

Cartesian coordinates (Å):
O (-3.86087, -1.32168, -0.61115)
O (0.69187, 0.03183, 4.01098)
O (-2.15730, -0.35700, -2.64961)
O (1.40024, 0.30649, -3.28929)
O (2.07935, 0.29829, 1.15829)
O (2.43367, -2.02882, 1.46282)
O (-2.17813, 2.78284, -1.16464)
O (-0.11430, -2.52011, 0.98708)
O (-1.36632, 0.59568, 2.25030)
O (-0.56501, 0.48266, -0.27581)
O (1.08547, -1.81405, -1.47632)
O (1.60000, 2.77862, -0.44332)
H (-2.00037, -1.14045, -3.02207)
H (-2.99063, -0.97989, -1.01352)
H (0.40254, -2.17817, 1.61139)
H (1.24830, -2.70606, -2.09237)
H (1.03084, 0.56501, -4.07832)
H (-2.17276, 2.91111, -2.14603)
H (-2.14766, 0.02254, 2.25205)
H (1.86854, 0.50690, 2.00515)
H (-0.82412, 0.49556, 0.65481)
H (-0.00141, 0.34026, 3.44617)
H (0.81759, 0.63353, 4.63502)
H (-1.31182, -0.31609, -2.12713)
H (1.16218, 2.06577, -0.12917)
H (2.02847, -1.20321, 1.11329)
H (2.35265, 0.22580, -3.46363)
H (0.31363, 0.18968, -0.52631)
H (2.86197, -1.80575, 2.34030)
H (-1.75614, 1.52068, 2.52141)
H (2.77609, 0.84394, 1.17616)
H (1.16850, 3.60216, -0.36767)
H (-3.57730, -1.49842, 0.27352)
H (-1.78712, 1.91961, -0.95315)
H (0.22199, -2.07751, 0.17483)
H (1.26735, -1.17176, -2.24405)

For the lowest unoccupied orbital energy, the calculation gives -0.16 eV. The multiplicity is 1. As for the HOMO energy: -9.99 eV. As for the net charge: 0. The calculation puts the gap between HOMO and LUMO at 9.8 eV.

---

version Q is preferred energetically. Next in line: 2.023 eV higher.